Entry 1:
ORCA calculation (wB97M-V/def2-TZVPD) on the molecule C17H24O5.

Atoms and positions in Å:
C: 0.23145 0.26103 -3.78604
C: 1.40742 0.98759 -3.14980
O: 1.37617 0.86512 -1.72502
C: 1.90171 -0.23614 -1.19362
O: 2.43964 -1.10948 -1.81855
C: 1.68894 -0.24634 0.31350
C: 0.53428 -1.19515 0.65709
C: -0.02043 -0.88311 2.05028
O: -0.46656 0.44965 2.16528
C: -1.60435 0.84244 1.51819
C: -1.84116 2.21733 1.51062
C: -2.96785 2.72279 0.89709
C: -3.87165 1.87284 0.28172
C: -3.65183 0.50388 0.28519
C: -4.65180 -0.43366 -0.33128
C: -5.69632 -0.85571 0.70387
C: -2.51812 -0.00604 0.90634
C: 2.98142 -0.67047 0.99765
O: 3.09881 -1.61856 1.72483
O: 3.96073 0.17273 0.67958
C: 5.26781 -0.12570 1.18056
C: 5.96978 -1.14938 0.30130
H: 0.23551 0.42878 -4.85908
H: 0.30866 -0.80703 -3.59699
H: -0.70455 0.62817 -3.37121
H: 2.35364 0.58008 -3.51970
H: 1.36016 2.06086 -3.34307
H: 1.43706 0.77127 0.62664
H: 0.89354 -2.22423 0.63803
H: -0.25446 -1.07807 -0.08843
H: 0.77870 -0.97574 2.78916
H: -0.81628 -1.59131 2.31004
H: -1.12675 2.86439 1.99441
H: -3.14210 3.78864 0.89490
H: -4.74988 2.27379 -0.20252
H: -4.14510 -1.32246 -0.71355
H: -5.15337 0.05864 -1.16683
H: -6.42248 -1.53243 0.25923
H: -6.22143 0.01642 1.08656
H: -5.21792 -1.35972 1.54066
H: -2.37167 -1.07572 0.90685
H: 5.17648 -0.50034 2.20525
H: 5.79581 0.82993 1.17748
H: 6.98043 -1.31227 0.66456
H: 5.42773 -2.09132 0.32483
H: 6.01017 -0.79599 -0.72599

Computed properties:
- Structure (SMILES): CCOC(=O)C(CCOc1cccc(CC)c1)C(=O)OCC
- Kohn-Sham gap: 9.286 eV



Entry 2:
ORCA calculation (wB97M-V/def2-TZVPD) on a structure of composition C5H12N2 at a distorted geometry.

Atoms and positions in Å:
C: 2.82426 0.59287 -0.53804
C: 2.59924 -0.58199 0.24155
C: -0.62599 0.03523 -0.32003
C: -1.99367 0.76769 -0.16011
C: -3.26521 -0.63250 0.06293
N: -3.57936 0.49131 -0.50900
N: 1.80966 -0.86077 1.29843
H: 3.58760 0.56211 -1.31975
H: 1.84002 -0.19369 -0.72860
H: 2.32502 1.51583 -0.28974
H: 3.40703 -1.31477 0.05862
H: -0.49116 -0.42931 0.65225
H: -0.44645 -0.60122 -1.17568
H: -1.84051 1.70137 -0.72265
H: -2.11390 1.09389 0.86779
H: -3.25587 -1.64513 -0.36025
H: -3.26054 -0.70250 1.16442
H: 2.36789 -0.64298 2.12566
H: 0.11195 0.84455 -0.34781

Computed properties:
- Kohn-Sham gap: 7.844 eV



Entry 3:
ORCA calculation (wB97M-V/def2-TZVPD) on the molecule C2H2N4OS at a distorted geometry.

Atoms and positions in Å:
O: -0.26380 -1.82169 0.92663
C: 0.19963 -0.75491 0.63702
N: 1.31392 -0.07606 1.11697
N: 1.55469 1.06773 0.46176
N: 0.65344 1.28234 -0.38205
N: -0.20971 0.18852 -0.35213
C: -1.33357 0.23908 -1.15444
S: -2.43020 -0.90608 -1.42668
H: 1.94011 -0.44233 1.79309
H: -1.42451 1.22340 -1.62017

Computed properties:
- Structure (SMILES): O=c1[nH]nnn1C=S
- Kohn-Sham gap: 8.560 eV



Result set for energy relative to the best compared isomer or geometry (same formula, charge and spin): 4.2 222.0 2.9 kcal per mole, one per record in the order listed.